Entry 1:
{
  "formula": "C4H7NO",
  "method": "ωB97M-V/def2-TZVPD",
  "lumo_ha": 0.036,
  "homo_lumo_gap_ev": 11.2,
  "energy_ev": -7796.87262,
  "elements": ["H", "C", "H", "H", "H", "C", "C", "H", "C", "H", "N", "O", "H"],
  "xyz": [[-0.845004, -1.699953, 0.014250], [0.165242, 0.074409, 0.207118], [1.466758, 1.394492, -0.926038], [2.319819, -0.084325, -0.177083], [-0.927957, 1.909658, -0.083087], [1.460436, 0.563122, -0.260785], [0.140201, -1.409823, 0.462562], [-2.876502, 0.700986, -0.924484], [-1.068701, 0.856547, -0.248815], [0.976095, -1.832663, 0.016623], [-2.045732, 0.173660, -0.672976], [1.043909, 0.938619, 0.992905], [0.191442, -1.584726, 1.599808]],
  "forces_ev_per_a": [[0.99, -0.48, 0.57], [0.54, 0.79, -0.39], [0.46, 0.37, -0.90], [0.16, -0.26, -0.78], [-0.42, 0.73, -0.20], [0.50, 0.64, -0.48], [-2.71, 1.25, 2.50], [0.12, 0.33, -0.06], [0.83, -2.40, 0.47], [1.21, -1.14, -0.85], [-0.02, 0.42, 0.13], [-1.28, -0.27, 1.72], [-0.37, 0.01, -1.73]]
}

Entry 2:
{
  "formula": "C9H19N3O",
  "method": "ωB97M-V/def2-TZVPD",
  "total_charge": 2,
  "lumo_ha": -0.291,
  "homo_lumo_gap_ev": 8.5,
  "energy_ev": -16135.78577,
  "elements": ["H", "C", "C", "C", "N", "O", "H", "H", "H", "N", "C", "C", "H", "C", "H", "C", "N", "H", "H", "H", "H", "H", "H", "H", "H", "H", "C", "H", "H", "H", "H", "C"],
  "xyz": [[3.969510, -1.828160, 0.708893], [-3.394426, -0.529524, 1.061290], [-0.689738, 2.126960, -1.139029], [-0.797283, -2.096996, -0.270567], [2.367417, -0.395485, 0.343789], [0.294250, -1.378582, 0.181732], [-2.785237, 0.701485, -0.543120], [0.207337, 2.504533, -1.717953], [-1.254151, -2.791491, 0.611055], [-2.399663, -0.078419, -0.025303], [2.185460, 1.047113, 0.181202], [-1.175969, 0.498698, 0.686181], [2.109726, -0.552232, 1.304648], [3.716101, -0.907660, 0.083868], [-3.548926, -1.568118, 1.080618], [0.857521, 1.663258, 0.740880], [-0.440563, 1.318058, 0.046123], [-1.423889, -0.809279, -1.820796], [-4.320679, 0.069699, 0.889854], [2.985346, 1.520333, 0.769054], [-1.095760, 3.031698, -0.605087], [-0.543866, -2.800050, -1.115030], [0.994192, 2.821512, 0.623367], [4.458417, -0.158434, 0.396158], [-2.702319, -1.807742, -1.206185], [-2.941871, -0.292806, 1.943600], [1.491791, -1.428405, -0.383667], [3.920229, -1.017231, -0.995257], [-1.397742, 1.800632, -1.894136], [2.361341, 1.361407, -0.844221], [0.887095, 1.166426, 1.779668], [-1.893660, -1.191211, -0.871640]],
  "forces_ev_per_a": [[-0.79, 1.03, -1.19], [-1.19, 1.82, -2.47], [0.11, 2.84, -0.07], [-3.07, -3.51, 0.32], [-1.22, -1.64, 0.42], [4.15, 1.02, 0.14], [-0.70, -0.27, -0.79], [-0.67, -0.92, 0.98], [1.42, 1.87, -1.83], [0.91, 0.44, 1.00], [-0.71, 2.12, -1.15], [-0.36, -1.17, 1.73], [0.18, -0.28, 1.05], [2.93, -0.17, 0.54], [-0.32, -1.35, -0.65], [0.92, 0.02, 0.58], [1.68, -0.27, -0.48], [-0.62, 0.27, 0.93], [0.64, -0.81, 0.30], [-0.25, -0.17, -0.08], [0.12, -0.30, -1.30], [0.08, 0.67, 0.93], [-0.25, -2.19, 0.92], [-0.36, -0.05, 0.20], [-0.61, -0.39, 0.09], [1.01, 0.93, 2.45], [-3.01, -0.16, -0.41], [-0.61, -0.39, 0.55], [-0.18, -0.57, 0.31], [0.09, -0.39, -0.28], [-1.07, 1.72, -1.13], [1.73, 0.24, -1.62]]
}

Entry 3:
{
  "formula": "C4H12N2S",
  "method": "ωB97M-V/def2-TZVPD",
  "lumo_ha": -0.039,
  "homo_lumo_gap_ev": 7.3,
  "energy_ev": -18154.64643,
  "elements": ["H", "C", "H", "H", "S", "H", "H", "N", "N", "H", "H", "H", "H", "C", "C", "C", "H", "H", "H"],
  "xyz": [[2.605728, 0.851430, 0.534751], [-1.081816, 1.069977, -0.574163], [0.701614, -1.172969, 1.194576], [-0.237051, -1.491352, -0.128631], [-2.761431, -1.230343, 0.151408], [-1.008632, 0.670113, -1.590520], [-0.308892, 0.712890, 1.202698], [0.043873, 0.608548, 0.250151], [2.822102, -0.066076, 0.183870], [1.738811, -0.245801, -1.576719], [2.080408, -1.818523, -0.893171], [-1.048555, 2.169729, -0.571761], [3.773586, -0.198739, -0.110221], [1.842906, -0.790166, -0.586585], [-2.435172, 0.588805, 0.072381], [0.524266, -0.792725, 0.168571], [-3.262060, 1.043242, -0.479096], [-2.431491, 1.123972, 1.035467], [-1.558198, -1.032006, 1.716987]],
  "forces_ev_per_a": [[-0.30, -0.06, -0.47], [-0.42, -1.60, 0.46], [0.33, 0.54, -0.23], [-0.08, -0.17, -1.12], [2.69, 1.75, 3.77], [0.18, 0.22, 0.06], [0.45, 0.32, -0.07], [-0.43, -0.07, 1.06], [0.91, -1.34, 0.77], [-0.56, -0.63, 0.66], [0.64, 0.22, 0.65], [-0.22, -0.32, -0.19], [-0.01, 0.30, -0.03], [-0.80, 1.04, -1.55], [0.26, 1.36, -0.98], [0.29, 0.47, 0.33], [-0.06, -0.16, -0.18], [-0.43, -0.82, 0.06], [-2.44, -1.04, -2.99]]
}

Entry 4:
{
  "formula": "C5H8O",
  "method": "ωB97M-V/def2-TZVPD",
  "multiplicity": 3,
  "s2": 2.006,
  "lumo_ha": [0.035, -0.084],
  "homo_lumo_gap_ev": [7.0, 7.6],
  "energy_ev": -7355.45427,
  "elements": ["H", "H", "O", "C", "C", "C", "H", "H", "H", "H", "H", "C", "C", "H"],
  "xyz": [[-1.253949, 1.610822, -0.054409], [1.723828, -1.429327, 2.320549], [-1.318668, 0.983995, -2.066503], [-1.707647, 1.001085, -0.913632], [2.093780, -0.519537, 1.931887], [-2.701658, -0.086060, -0.453016], [3.167714, -0.504598, -0.960129], [2.602417, 0.200834, 2.663470], [-1.961998, -0.890416, -0.382458], [-3.078172, 0.085326, 0.509488], [-3.364721, -0.362685, -1.252994], [1.920117, -0.262187, 0.647315], [2.225697, -0.140894, -0.597921], [1.653261, 0.313641, -1.391646]],
  "forces_ev_per_a": [[-0.20, -0.77, -1.48], [-0.37, -0.82, 0.54], [1.88, -0.07, -4.29], [-2.36, 1.69, 6.00], [0.36, 1.87, -0.10], [2.85, -0.79, -1.53], [0.46, -0.35, 0.15], [-0.94, -1.00, -1.33], [-0.55, -0.80, 0.29], [-0.86, 0.54, 1.00], [-0.70, 0.19, 0.02], [1.32, -0.28, 1.89], [-0.36, 0.44, -1.38], [-0.52, 0.15, 0.23]]
}

Entry 5:
{
  "formula": "C3H5N3O",
  "method": "ωB97M-V/def2-TZVPD",
  "lumo_ha": 0.029,
  "homo_lumo_gap_ev": 10.9,
  "energy_ev": -9709.22016,
  "elements": ["C", "H", "N", "N", "H", "O", "C", "H", "H", "H", "N", "C"],
  "xyz": [[-1.274484, -1.535204, 0.173813], [-0.065858, 2.119579, 1.185204], [-1.387328, -0.273179, 0.547375], [-0.114295, -1.717569, -0.477826], [-1.976035, -2.344769, 0.339955], [1.741730, 1.615203, 0.296633], [0.325629, 1.687131, 0.253435], [0.195959, 2.348845, -0.608501], [1.938655, 0.930099, -0.360932], [0.285962, -2.549426, -0.884272], [0.560559, -0.565549, -0.545338], [-0.230493, 0.284839, 0.080454]],
  "forces_ev_per_a": [[0.03, 0.10, -0.04], [0.19, 0.02, -0.40], [0.26, 0.02, -0.16], [-0.10, -0.26, -0.08], [0.07, 0.27, 0.04], [0.24, -0.41, 0.35], [0.11, 0.04, 0.00], [-1.27, -0.11, 0.14], [0.41, 0.12, 0.25], [-0.18, 0.07, 0.11], [-0.13, 0.05, 0.00], [0.37, 0.08, -0.20]]
}

Entry 6:
{
  "formula": "C17H34Cl4O15",
  "method": "ωB97M-V/def2-TZVPD",
  "lumo_ha": 0.016,
  "homo_lumo_gap_ev": 11.2,
  "energy_ev": -98979.30170,
  "elements": ["H", "O", "H", "O", "H", "O", "Cl", "C", "C", "C", "H", "O", "O", "C", "O", "H", "C", "O", "O", "H", "C", "H", "Cl", "C", "H", "H", "H", "H", "C", "H", "C", "H", "H", "H", "C", "C", "O", "H", "H", "H", "H", "Cl", "H", "C", "C", "C", "H", "C", "H", "C", "C", "H", "O", "H", "O", "H", "O", "Cl", "H", "H", "O", "O", "H", "H", "H", "H", "H", "H", "O", "H"],
  "xyz": [[-4.262817, 2.208934, -6.833473], [-2.172794, 5.622911, 4.196781], [-0.886199, 6.537383, 8.170879], [-1.821153, 5.829552, 6.302685], [-2.448284, 5.634405, 2.035807], [1.387467, 3.710979, -6.348498], [10.693960, 1.291198, 1.034098], [-6.323267, -7.764331, -2.167900], [8.121552, -7.440153, 9.915337], [9.984486, 0.044406, 0.056964], [10.600586, -0.853121, 0.111354], [-3.479352, 7.117646, 5.379077], [-7.043871, -6.594859, -2.088620], [-4.798829, -9.138643, -0.827615], [2.064677, 2.375684, -4.646826], [0.158033, 0.783368, 1.468357], [4.618792, 3.030271, -5.139569], [-6.338802, -8.443265, -3.209042], [-5.634307, 3.350275, -8.596406], [2.428945, 5.345555, -7.150643], [-2.581091, 6.284360, 5.266098], [-7.621510, 6.314515, -8.795769], [8.271725, -0.294026, 0.467935], [1.652373, 4.630054, -7.421009], [-2.055047, 7.459247, 7.464573], [-5.806806, -5.496704, -0.812817], [8.515474, -8.243239, 10.538222], [6.744924, -4.726233, 6.657056], [-2.957760, 5.624521, 2.999363], [-6.270924, 5.578546, -9.459338], [-1.821795, 6.406969, 7.627051], [-5.742783, 1.468178, -6.183353], [-4.451798, -9.202181, 0.203719], [-3.492852, 6.569633, 2.906893], [6.543948, -7.031022, 8.114929], [6.180006, -4.741692, 7.589108], [-6.477692, 5.165707, -7.424108], [-7.557813, -4.849054, -1.109465], [5.569030, 3.356686, -5.562183], [-5.388181, -10.006263, -1.124262], [0.741828, 5.139809, -7.735906], [-0.665171, -1.285255, 1.183067], [6.437014, -3.851659, 8.163475], [-6.861686, -5.682463, -1.014860], [-6.585950, 6.083453, -8.546140], [-5.062160, 2.315492, -6.100128], [8.971568, -6.869098, 9.541879], [-5.948658, 3.926030, -7.555845], [5.098657, -4.858836, 7.518022], [0.452185, -0.201035, 1.832389], [2.338636, 3.140359, -5.577282], [-3.933559, -9.049095, -1.484410], [-5.655787, -8.024796, -0.980246], [-4.565297, 2.216482, -5.135032], [3.578335, 3.522886, -5.922317], [4.679454, 1.942377, -5.109400], [6.740535, -5.759016, 8.384604], [0.430603, -0.178438, 3.615213], [-6.033612, 7.022722, -8.517731], [-3.596701, 4.742019, 2.967028], [-5.787219, 3.481217, -6.318976], [5.844232, -7.485228, 7.259935], [4.572192, 3.427567, -4.125628], [7.701125, -6.802222, 10.692749], [-7.193804, -6.167687, -0.097060], [-2.558663, 5.972146, 8.302367], [1.455325, -0.439532, 1.478937], [10.009753, 0.503851, -0.931148], [7.274213, -7.838572, 8.928824], [2.022359, 4.140324, -8.321772]],
  "forces_ev_per_a": [[-0.16, -0.04, -0.21], [0.55, -0.41, -0.86], [0.62, -1.22, -0.83], [0.92, -0.71, 0.04], [1.30, -0.36, 0.63], [-0.06, -0.32, 0.27], [0.32, 0.44, 0.90], [0.00, -0.84, -1.44], [1.65, 1.84, 2.06], [-0.32, 0.19, -0.84], [-0.39, 0.07, 0.07], [1.75, -1.57, -0.65], [0.84, -1.31, -0.71], [-0.18, -0.69, -1.06], [0.64, 1.85, -2.34], [0.28, 0.02, 0.32], [1.50, -0.44, 0.93], [0.33, 1.80, 3.62], [-0.69, 1.17, 1.99], [-0.23, 0.11, 0.22], [-1.43, 1.44, 2.06], [-0.21, -0.05, 0.80], [0.64, -0.04, -0.07], [0.98, 0.03, -0.31], [-0.67, 0.10, 0.24], [-0.11, 0.67, -0.51], [-0.20, -0.69, -0.80], [-0.61, 0.10, -0.29], [-0.98, 0.88, -0.38], [0.39, -0.22, 0.11], [-1.21, 2.08, -0.74], [0.11, -0.16, -0.13], [-0.37, 0.21, -0.07], [-0.59, -0.23, 0.54], [0.50, -0.70, 0.24], [0.30, 0.34, 0.17], [0.02, 0.82, -0.31], [0.61, 0.14, -0.68], [-0.26, 0.27, -0.27], [0.38, -0.33, 0.20], [-0.13, -0.18, 0.67], [-1.31, -1.55, -0.76], [-0.29, 0.16, -0.27], [-0.20, -1.16, 1.58], [-0.30, -1.39, -1.51], [0.64, -1.95, -0.75], [0.14, -0.09, -0.26], [0.75, 0.05, -2.03], [0.16, 0.01, -0.41], [1.01, 1.50, 0.33], [-0.79, -0.96, 1.42], [-0.02, -0.01, -0.05], [-1.19, 1.69, -1.04], [-0.48, 0.93, 0.25], [-1.06, 0.28, -0.83], [-0.46, -0.01, 0.04], [0.81, -0.22, 1.37], [0.14, 0.04, -0.17], [0.25, -0.32, 1.03], [-0.21, 0.24, 0.35], [-0.31, 1.16, 0.77], [-0.11, 0.08, -0.06], [-0.18, -0.15, 0.05], [-0.69, 0.33, -0.26], [-0.09, -0.17, 0.18], [-0.04, -0.24, -0.40], [-0.12, -0.01, 0.27], [-0.24, -0.65, -0.07], [-1.68, -1.17, -1.50], [0.04, -0.49, 0.16]]
}

Entry 7:
{
  "formula": "C4H6ClN2P",
  "method": "ωB97M-V/def2-TZVPD",
  "multiplicity": 3,
  "s2": 2.014,
  "lumo_ha": [-0.011, -0.141],
  "homo_lumo_gap_ev": [7.4, 5.2],
  "energy_ev": -29031.85844,
  "elements": ["P", "C", "C", "C", "H", "Cl", "H", "H", "H", "H", "N", "N", "C", "H"],
  "xyz": [[-1.478877, 2.101157, -0.110363], [1.308278, 2.013815, -0.194063], [-1.158837, -0.496950, 0.004801], [-2.099787, 0.508827, -0.033864], [-2.166563, -2.231607, -0.642810], [-4.442683, -0.041324, -0.093470], [1.710316, 1.895109, -1.201748], [-0.487134, -2.499389, -0.104255], [-1.781033, -2.206620, 1.073873], [1.190869, 3.073010, 0.026699], [0.050725, 0.024836, -0.031082], [0.024379, 1.359440, -0.089869], [-1.406010, -1.955408, 0.082808], [2.000625, 1.560383, 0.513907]],
  "forces_ev_per_a": [[0.48, -0.13, 0.09], [0.43, 0.04, -0.08], [1.26, 0.27, 0.05], [-3.21, 0.21, 0.04], [-0.04, -0.06, 0.00], [0.44, 0.14, -0.06], [0.00, 0.01, 0.05], [0.09, -0.10, -0.01], [-0.05, -0.07, 0.01], [0.00, -0.02, -0.01], [0.67, -1.46, -0.08], [-0.11, 1.14, -0.06], [0.07, -0.03, 0.05], [-0.04, 0.06, 0.00]]
}

Entry 8:
{
  "formula": "C4H10",
  "method": "ωB97M-V/def2-TZVPD",
  "lumo_ha": 0.048,
  "homo_lumo_gap_ev": 10.0,
  "energy_ev": -4308.30682,
  "elements": ["H", "C", "H", "C", "C", "H", "H", "C", "H", "H", "H", "H", "H", "H"],
  "xyz": [[-2.214138, 1.031079, 0.583982], [0.620757, -0.459301, 0.713064], [-2.705575, 0.756601, -1.088197], [-0.627610, 0.479700, -0.746702], [-2.044990, 0.405113, -0.289009], [-2.331704, -0.616534, -0.051476], [2.654192, -0.908057, 1.075749], [2.054713, -0.408776, 0.306814], [0.373968, 0.123768, 1.590246], [-0.384531, -0.122459, -1.609588], [2.407418, 0.615036, 0.215677], [2.223644, -0.926905, -0.635268], [0.174652, -1.440237, 0.722183], [-0.200795, 1.470973, -0.787476]],
  "forces_ev_per_a": [[-0.06, 0.00, 0.09], [-2.60, 1.98, -2.70], [-0.12, 0.01, 0.08], [2.66, -1.83, 2.79], [-0.14, 0.08, -0.16], [-0.08, -0.08, 0.05], [0.15, 0.05, -0.09], [0.08, -0.15, 0.10], [-0.04, -0.04, 0.18], [0.00, 0.00, -0.24], [0.09, 0.08, -0.04], [0.05, 0.00, -0.06], [-0.07, -0.27, 0.13], [0.05, 0.17, -0.13]]
}